# 1
DFT (ωB97M-V/def2-TZVPD) results for a gas-phase ion, C3H8NO2 (charge +1) in a non-equilibrium geometry.

Values from the calculation:
* orbital gap: 11.343 eV
* structure (SMILES): C[C@@H]1O[C@]1([NH3+])O
* net charge: +1
* energy above the lowest of the compared OMol25 structures with the same formula, charge and spin: 78.04 kcal/mol

Structure (XYZ):
```
14
Properties=species:S:1:pos:R:3:forces:R:3:nbo_charge:R:1
C 0.55593 1.64402 -0.74697 1.8 5.9 -0.2 -0.7270
C 0.01108 0.31365 -0.85082 1.3 -2.8 -0.7 0.0444
O -1.36867 0.08057 -0.55415 1.9 -0.9 2.0 -0.4789
C -0.26434 -0.43458 0.42409 -1.2 0.9 -4.1 0.5852
N -0.38698 -1.93018 0.48699 3.0 1.2 3.1 -0.6883
O -0.17838 -0.05158 1.67224 -1.3 -2.2 0.6 -0.6537
H 0.09862 2.33679 0.01489 0.0 -1.2 -0.2 0.2406
H 0.42119 2.35756 -1.65457 -0.1 -1.8 0.9 0.2813
H 1.69415 1.84320 -0.57207 -1.8 -1.4 -0.2 0.2697
H 0.47450 -0.24079 -1.77185 -1.2 0.6 1.7 0.2150
H 0.43614 -2.35076 1.11997 -2.2 1.0 -1.7 0.4746
H -0.44657 -2.37447 -0.37974 -0.2 -0.9 -1.9 0.4531
H -1.24515 -1.96702 0.99207 -1.2 -1.1 0.6 0.4572
H 0.19849 0.77360 1.81992 1.1 2.6 0.2 0.5269
```
Positions in Å, forces in eV/Å.



# 2
DFT (ωB97M-V/def2-TZVPD) results for a molecular structure, C71H62AsBrCdGeN4O6P2S.

Values from the calculation:
* orbital gap: 8.012 eV
* net charge: 0
* energy above the lowest of the compared OMol25 structures with the same formula, charge and spin: 0.00 kcal/mol

Structure (XYZ):
```
150
Properties=species:S:1:pos:R:3:forces:R:3:lowdin_charge:R:1
Cd -0.13255 -0.14575 0.44632 -0.1 0.4 -0.4 1.3633
Br -1.16909 3.73023 0.45423 0.0 0.0 0.0 0.8530
C -1.55882 2.67859 1.99259 0.1 0.1 -0.1 -0.7213
C -1.92615 3.32998 3.15359 0.0 0.0 0.0 -0.1087
C -2.18510 2.54280 4.26378 0.0 0.0 0.0 -0.0319
C -2.09253 1.16784 4.15146 0.0 0.0 0.0 0.0046
C -1.74186 0.61498 2.93118 -0.1 0.0 0.0 -0.2107
N -1.46351 1.37371 1.85965 0.2 -0.2 0.2 0.0005
C -1.76599 -0.91723 2.76997 -0.1 0.0 -0.1 -0.6560
O -2.08169 -1.56287 3.76093 0.0 0.0 0.0 0.0281
O -1.53039 -1.35817 1.59971 0.1 0.0 0.2 -0.1773
H -2.01077 4.40632 3.17857 0.0 0.0 0.0 0.0998
H -2.46758 3.00508 5.20088 0.0 0.0 0.0 0.1142
H -2.30456 0.49541 4.96882 0.0 0.0 0.0 0.1230
O 1.30350 1.73169 2.75796 -0.1 0.1 -0.1 -0.3044
P 2.43636 2.67564 2.64185 -0.1 -0.1 0.0 0.7109
C 2.43864 3.66765 1.10556 0.0 -0.1 0.0 -0.3026
P 2.28270 2.69334 -0.41847 0.1 -0.1 0.1 0.7224
O 1.37332 1.51274 -0.34636 -0.1 -0.1 0.0 -0.4569
C 3.95174 2.14384 -0.81831 0.0 -0.1 0.0 -0.2636
C 4.22447 0.79183 -0.62300 0.0 0.0 0.0 -0.0674
C 5.49496 0.29853 -0.87973 0.0 0.0 0.0 -0.0636
C 6.49099 1.14921 -1.33257 0.0 0.0 0.0 -0.0750
C 6.22138 2.49717 -1.53397 0.0 0.0 0.0 -0.0778
C 4.95444 2.99482 -1.27830 0.0 0.0 0.0 -0.0753
C 1.71795 3.86190 -1.66364 0.0 0.0 -0.1 -0.2928
C 2.23345 5.15127 -1.78634 0.0 0.0 0.0 -0.0885
C 1.74957 6.00033 -2.76804 0.0 0.0 0.0 -0.0749
C 0.74426 5.56892 -3.62434 0.0 0.0 0.0 -0.0734
C 0.21470 4.29431 -3.49187 0.0 0.0 0.0 -0.0622
C 0.69825 3.43905 -2.51239 0.0 0.0 0.0 -0.0983
C 4.03624 1.85333 2.65740 0.0 -0.1 0.0 -0.2961
C 4.02223 0.47180 2.82126 0.0 0.0 0.0 -0.0610
C 5.21926 -0.23278 2.78761 0.0 0.0 0.0 -0.0650
C 6.41501 0.43628 2.58196 0.0 0.0 0.0 -0.0813
C 6.42901 1.81787 2.41913 0.0 0.0 0.0 -0.0792
C 5.24167 2.52708 2.46262 0.0 0.0 0.0 -0.0864
C 2.45788 3.91923 3.95180 0.1 0.0 0.0 -0.2597
C 3.20834 3.68486 5.10165 0.0 0.0 0.0 -0.0674
C 3.13912 4.56303 6.17256 0.0 0.0 0.0 -0.0732
C 2.31703 5.67811 6.10284 0.0 0.0 0.0 -0.0798
C 1.55704 5.91246 4.96533 0.0 0.0 0.0 -0.0772
C 1.62461 5.03530 3.89429 0.0 0.0 0.0 -0.0770
H 3.37429 4.23049 1.05346 0.0 0.1 0.0 0.0727
H 1.60069 4.36484 1.14292 0.0 0.0 0.0 0.0257
H 3.44088 0.13399 -0.26669 0.0 0.0 0.0 0.0997
H 5.69946 -0.75350 -0.72980 0.0 0.0 0.0 0.1096
H 7.48271 0.76372 -1.53217 0.0 0.0 0.0 0.1057
H 6.99586 3.15780 -1.90110 0.0 0.0 0.0 0.1041
H 4.75112 4.04374 -1.45556 0.0 0.0 0.0 0.0946
H 2.99536 5.50836 -1.10355 0.0 0.0 0.0 0.1002
H 2.14807 7.00197 -2.85954 0.0 0.0 0.0 0.1056
H 0.36596 6.23621 -4.38768 0.0 0.0 0.0 0.1057
H -0.58469 3.96466 -4.14265 0.0 0.0 0.0 0.1089
H 0.26135 2.45668 -2.37441 0.0 0.0 0.0 0.0536
H 3.07581 -0.03996 2.93886 -0.1 0.0 0.0 0.0906
H 5.21130 -1.30781 2.91472 0.0 0.0 0.0 0.1081
H 7.34554 -0.11614 2.54554 0.0 0.0 0.0 0.1053
H 7.36495 2.33690 2.25898 0.0 0.0 0.0 0.1055
H 5.25674 3.60631 2.35250 0.0 0.0 0.0 0.1108
H 3.84654 2.81145 5.15829 0.0 0.0 0.0 0.1096
H 3.72570 4.37548 7.06203 0.0 0.0 0.0 0.1060
H 2.26508 6.36434 6.93802 0.0 0.0 0.0 0.1046
H 0.90772 6.77658 4.91426 0.0 0.0 0.0 0.1049
H 1.00741 5.21706 3.02259 0.0 0.0 0.0 0.0950
N 1.63215 -0.52711 -2.69161 0.1 0.0 0.1 0.0739
N 0.62394 -0.47853 -3.65129 -0.1 -0.1 0.0 -0.0607
C -0.66258 -0.21004 -3.43559 0.0 -0.1 0.0 -0.8398
N -1.44654 -0.20567 -4.54707 0.0 0.0 0.0 0.0837
S -1.39160 0.16768 -1.95780 0.0 0.0 -0.1 0.5889
H 1.57662 0.31439 -2.12656 0.0 0.1 0.1 0.0237
H 1.46763 -1.31810 -2.06917 0.0 0.0 0.0 0.0420
H 0.92971 -0.71488 -4.58298 0.0 0.0 0.0 0.1362
H -1.13438 -0.68097 -5.37888 0.0 0.0 0.0 0.1013
H -2.43788 -0.20601 -4.37666 0.0 0.0 0.0 0.0774
C -7.42827 -1.76556 -2.29608 0.0 0.0 0.0 -0.0991
C -7.38938 -1.92240 -0.91878 0.0 0.0 0.0 -0.0920
C -6.42593 -1.26248 -0.16549 0.0 0.0 0.0 -0.1087
C -5.48876 -0.44400 -0.78368 0.0 0.0 0.0 -0.3733
C -5.52578 -0.30159 -2.16841 0.1 0.0 0.0 -0.1263
C -6.49406 -0.94890 -2.92027 0.0 0.0 0.0 -0.0935
As -4.01820 0.40852 0.20446 -0.2 0.0 -0.2 1.3400
C -4.48793 2.24864 -0.25219 0.1 0.0 0.0 -0.3303
C -4.19770 2.92078 -1.42983 0.0 0.0 0.0 -0.1345
C -4.58058 4.24662 -1.57878 0.0 0.0 0.0 -0.0973
C -5.23394 4.90345 -0.54228 0.0 0.0 0.0 -0.0868
C -5.50385 4.24291 0.64638 0.0 0.0 0.0 -0.0279
C -5.13014 2.91130 0.79868 0.0 0.0 0.0 -0.1988
C -5.34776 2.08607 2.00442 0.0 0.0 0.0 -0.1948
C -5.90165 2.52602 3.20202 0.0 0.0 0.0 -0.0309
C -6.03326 1.64527 4.26575 0.0 0.0 0.0 -0.0827
C -5.60444 0.32848 4.14896 0.0 0.0 0.0 -0.0781
C -5.03200 -0.11395 2.96369 0.0 0.0 0.0 -0.1037
C -4.91765 0.75879 1.89075 0.1 -0.1 0.0 -0.3216
H -8.18198 -2.27612 -2.88140 0.0 0.0 0.0 0.0986
H -8.11385 -2.55773 -0.42484 0.0 0.0 0.0 0.1022
H -6.41131 -1.38755 0.91062 0.0 0.0 0.0 0.0921
H -4.78584 0.31962 -2.66162 0.0 0.0 0.0 0.0751
H -6.52185 -0.81834 -3.99530 0.0 0.0 0.0 0.0982
H -3.64956 2.42118 -2.22061 0.0 0.0 0.0 0.0752
H -4.36196 4.77330 -2.49942 0.0 0.0 0.0 0.0986
H -5.53337 5.93672 -0.66191 0.0 0.0 0.0 0.0995
H -6.00842 4.76633 1.44927 0.0 0.0 0.0 0.1034
H -6.22716 3.55339 3.31160 0.0 0.0 0.0 0.1029
H -6.46439 1.99089 5.19700 0.0 0.0 0.0 0.1001
H -5.69603 -0.34961 4.98769 0.0 0.0 0.0 0.1064
H -4.65097 -1.12628 2.89598 0.0 0.0 0.0 0.1070
O 0.98994 -2.14553 -0.37916 -0.1 0.0 0.0 -0.1400
C 1.55725 -2.18272 0.74635 0.2 0.0 0.0 -0.6748
O 1.53336 -1.20684 1.53942 0.2 -0.1 0.1 -0.0993
C 2.31151 -3.43391 1.13102 0.0 0.0 0.0 -0.1588
C 1.65290 -4.73063 0.65310 0.1 0.1 0.0 -0.2384
Ge 0.93082 -4.84088 -1.17674 -0.1 -0.1 0.0 1.0119
C 0.82999 -6.77664 -1.56422 0.0 0.0 -0.1 -0.2566
C -0.00370 -7.59180 -0.79558 0.0 0.0 0.0 -0.1076
C -0.15381 -8.94126 -1.07785 0.0 0.0 0.0 -0.0944
C 0.52586 -9.50496 -2.14971 0.0 0.0 0.0 -0.1029
C 1.35680 -8.71267 -2.92626 0.0 0.0 0.0 -0.0973
C 1.50645 -7.36180 -2.63315 0.0 0.0 0.0 -0.1059
C 2.19403 -4.15217 -2.50627 0.0 0.0 0.0 -0.2710
C 3.54754 -4.09686 -2.17341 0.0 0.0 0.0 -0.1014
C 4.50201 -3.67156 -3.08847 0.0 0.0 0.0 -0.0858
C 4.12064 -3.29982 -4.36822 0.0 0.0 0.0 -0.0950
C 2.78354 -3.37234 -4.72799 0.0 0.0 0.0 -0.1024
C 1.83524 -3.79592 -3.80659 0.0 0.0 0.0 -0.1194
C -0.93224 -4.26005 -1.28476 0.0 0.2 0.1 -0.2603
C -1.65330 -4.13528 -0.09785 0.1 0.1 0.0 -0.1087
C -2.99445 -3.77932 -0.10262 0.0 0.0 0.0 -0.0747
C -3.64942 -3.55435 -1.30244 0.0 0.0 0.0 -0.0863
C -2.94894 -3.67268 -2.49322 0.0 0.1 -0.1 -0.0951
C -1.60392 -4.01519 -2.48215 0.0 -0.1 0.0 -0.1103
H 2.42497 -3.43525 2.21587 0.0 0.0 0.0 0.1158
H 3.31470 -3.31118 0.71075 0.0 -0.1 -0.1 0.1030
H 0.81857 -4.95638 1.32100 0.0 -0.1 0.0 0.0674
H 2.35317 -5.56208 0.76373 0.0 0.0 0.0 0.0729
H -0.55775 -7.16678 0.03555 0.0 0.0 0.0 0.0987
H -0.80651 -9.55281 -0.46702 0.0 0.0 0.0 0.0991
H 0.40626 -10.55658 -2.37769 0.0 0.0 0.0 0.0969
H 1.88960 -9.14481 -3.76478 0.0 0.0 0.0 0.0974
H 2.16695 -6.76125 -3.24925 0.0 0.0 0.0 0.0895
H 3.87209 -4.40219 -1.18559 0.0 0.0 0.0 0.0932
H 5.54677 -3.63821 -2.80385 0.0 0.0 0.0 0.0995
H 4.86168 -2.97058 -5.08534 0.0 0.0 0.0 0.0990
H 2.48084 -3.10627 -5.73466 0.0 0.0 0.0 0.0976
H 0.80138 -3.86160 -4.11869 0.0 0.0 0.0 0.0788
H -1.16449 -4.27601 0.85805 0.0 0.0 0.0 0.0938
H -3.52293 -3.66431 0.83528 0.0 0.0 0.0 0.1066
H -4.69603 -3.27954 -1.30888 0.0 0.0 0.0 0.0872
H -3.45547 -3.49688 -3.43547 0.0 0.0 0.0 0.0968
H -1.08631 -4.10959 -3.42815 0.0 0.0 0.0 0.0757
```
Positions in Å, forces in eV/Å.